(1)
107
Properties=species:S:1:pos:R:3:forces:R:3 method="wB97M-V/def2-TZVPD" e_homo_ev=-10.02 charge=0 gap_ev=10.045
N 16.66501 -22.67729 -3.75947 -0.70 -1.00 0.72
C 16.43806 -23.94043 -3.26558 -0.43 1.68 -0.22
C 15.69918 -24.19553 -2.11814 1.07 -0.31 -0.79
C 15.27416 -23.11714 -1.40131 -0.04 0.90 1.62
C 15.59163 -21.82887 -1.78059 -0.60 0.27 -1.66
C 16.16914 -21.63208 -3.04851 1.58 -1.73 1.15
H 16.84840 -24.81499 -3.74846 0.31 0.31 -0.60
H 15.68179 -25.21928 -1.77457 -0.49 0.00 0.16
H 14.84246 -23.20240 -0.41502 -0.30 -0.41 0.02
H 15.29080 -20.98385 -1.17905 0.08 0.04 0.07
H 16.57106 -20.66445 -3.31034 -0.49 0.23 -0.48
C 9.17880 -17.43599 1.79016 0.39 -0.07 0.23
C 10.70061 -17.52936 1.55342 -1.16 1.27 0.64
O 11.10873 -16.13535 1.76217 -1.40 0.84 -0.17
C 10.04724 -15.38399 2.32737 0.31 -0.41 0.67
O 10.04762 -14.21183 2.63248 0.27 -2.83 -0.97
O 9.01364 -16.27908 2.59743 0.64 1.22 -0.25
H 8.73153 -18.30376 2.27495 0.12 0.16 0.12
H 8.67391 -17.26624 0.83917 -0.06 -0.02 -0.04
H 10.75419 -17.86725 0.51850 1.09 0.20 0.13
H 11.26889 -18.08836 2.29685 -0.19 -0.35 -0.35
C 16.57809 -29.19800 5.94083 -0.99 2.28 0.08
C 17.34961 -28.06949 5.19578 0.43 -0.78 0.86
O 17.14171 -28.42499 3.83506 -0.32 0.97 -0.74
C 16.08182 -29.25783 3.67747 1.29 -3.02 -0.45
O 15.71481 -29.76106 2.62880 0.27 2.01 2.49
O 15.77228 -29.75772 4.93389 -0.39 -0.62 -1.90
H 15.78549 -28.77409 6.55743 0.74 0.05 0.96
H 17.26024 -29.85673 6.47828 -0.39 -0.44 -0.35
H 18.39999 -28.11394 5.48358 0.20 -0.34 -0.64
H 17.10816 -27.03269 5.42997 -0.84 -0.11 -0.31
C 20.19255 -15.51520 -0.96158 -1.07 -0.90 -2.02
C 21.44881 -15.66273 -1.83635 0.36 1.76 0.55
O 22.23517 -16.59812 -1.13669 -0.11 -1.38 2.02
C 21.67486 -16.84172 0.10689 -0.33 -4.69 1.79
O 21.99549 -17.75286 0.93160 -0.49 4.52 -3.67
O 20.47079 -16.21608 0.20550 1.70 0.20 1.44
H 19.43822 -16.14080 -1.43879 -0.43 0.29 -0.24
H 19.74052 -14.53251 -0.82714 0.60 0.06 0.32
H 22.08614 -14.77853 -1.82709 -0.38 0.40 -0.42
H 21.22457 -15.95176 -2.86314 0.15 -0.29 0.22
C 18.86572 -15.62002 -9.18866 -0.73 0.47 -0.14
C 19.31148 -14.18742 -9.42832 3.06 -0.34 -0.64
O 18.47744 -13.37842 -8.67666 -1.61 0.66 0.13
C 17.89671 -14.13258 -7.73491 -2.93 1.36 2.77
O 17.15106 -13.67804 -6.83736 2.94 -1.90 -3.17
O 18.18880 -15.43559 -7.93729 -0.19 -0.30 0.77
H 19.62044 -16.40544 -9.14829 0.24 0.45 0.45
H 18.12873 -15.98345 -9.90480 -0.15 0.25 -0.15
H 19.51086 -13.88718 -10.45701 -1.14 0.11 -0.15
H 20.28327 -13.95765 -8.99136 0.52 -0.78 0.15
C 10.20776 -26.12646 -5.41716 0.65 0.25 -0.42
C 10.55866 -24.82345 -6.04689 2.11 -1.51 -1.72
O 10.22389 -23.86961 -5.14763 -0.29 3.06 1.50
C 9.41379 -24.32306 -4.18295 -2.21 0.75 1.46
O 8.78878 -23.64350 -3.33476 2.86 -3.16 -3.43
O 9.33891 -25.69059 -4.40704 -1.84 -0.20 1.76
H 11.08488 -26.62170 -5.00064 -0.18 -0.04 0.36
H 9.87589 -26.71651 -6.27145 -1.15 -0.65 0.86
H 10.08278 -24.71067 -7.02102 -0.11 0.48 0.13
H 11.63768 -24.92955 -6.15892 0.16 1.04 -0.48
C 17.38451 -26.27858 -10.18817 -1.02 -1.06 1.78
C 18.79752 -26.08350 -9.66958 -0.30 -0.44 -0.03
O 19.52749 -26.08824 -10.86269 1.30 0.55 -1.68
C 18.73118 -26.23238 -11.95457 2.93 -0.65 -4.01
O 19.12777 -26.32840 -13.14321 -1.38 0.59 4.66
O 17.49515 -26.34540 -11.56350 -1.58 0.38 -1.44
H 16.60498 -25.58318 -9.87696 0.27 0.21 -0.14
H 17.10509 -27.28099 -9.86384 -0.57 0.09 0.10
H 19.06827 -27.01685 -9.17596 0.28 0.53 0.71
H 18.98165 -25.16966 -9.10470 0.07 -0.22 0.05
C 23.74965 -26.22413 2.11724 -1.02 0.30 -1.06
C 23.45509 -25.50327 0.75784 0.89 0.30 -0.35
C 22.83065 -26.37183 -0.33141 0.24 -1.21 -0.63
C 23.75695 -27.48865 -0.61538 -2.31 1.93 0.61
N 24.43945 -28.37230 -0.76742 1.86 -2.13 -0.48
H 24.40104 -27.09005 1.99908 -0.05 0.03 -0.30
H 22.76988 -26.58034 2.43547 0.12 -0.14 0.56
H 24.20336 -25.59897 2.88627 -0.23 0.25 -0.23
H 24.39259 -25.19654 0.29404 0.29 0.15 0.23
H 22.88276 -24.57583 0.77741 -0.18 -0.09 0.77
H 22.67408 -25.91142 -1.30692 0.35 0.78 0.14
H 21.83387 -26.78312 -0.17212 0.04 -0.17 0.74
C 18.56765 -34.21073 -1.67832 0.86 -0.42 -1.51
C 17.91718 -35.00185 -2.86356 1.05 0.59 1.35
C 16.70222 -34.24114 -3.32692 -0.29 -0.78 -1.09
C 16.92087 -32.89032 -3.91218 -0.53 -2.52 1.91
N 17.05944 -31.85441 -4.34737 0.33 1.84 -0.91
H 18.16882 -34.43421 -0.68883 -0.30 0.32 -0.24
H 18.53187 -33.17104 -2.00369 -0.30 0.27 0.76
H 19.64151 -34.39600 -1.65386 0.04 -0.33 0.21
H 17.58175 -35.97129 -2.49507 0.01 -0.10 -0.25
H 18.62130 -35.15915 -3.68061 0.09 0.04 0.11
H 16.02309 -34.35123 -2.48149 -0.47 1.05 -0.29
H 16.30422 -34.83323 -4.15102 -0.50 0.06 -0.04
C 23.87873 -20.14732 -6.05793 0.78 -0.10 1.22
C 24.89502 -20.46024 -4.91042 -0.23 1.41 0.24
C 26.11467 -19.42990 -4.74991 -0.10 0.17 -0.70
C 26.02482 -18.01742 -5.21994 -1.36 1.68 -0.23
N 25.95286 -16.91245 -5.59599 0.25 -2.35 0.74
H 23.26730 -19.27434 -5.82955 0.72 0.62 -0.16
H 23.06500 -20.86926 -6.12670 0.62 -0.71 -0.33
H 24.51654 -20.04533 -6.93594 -0.81 0.09 -0.46
H 25.30172 -21.47009 -4.96420 0.15 0.13 -0.32
H 24.39229 -20.41954 -3.94413 -0.19 -0.02 -0.03
H 27.00730 -19.67572 -5.32513 0.05 -0.99 0.10
H 26.39786 -19.41669 -3.69743 0.10 0.08 -0.08


(2)
30
Properties=species:S:1:pos:R:3:forces:R:3 method="wB97M-V/def2-TZVPD" e_homo_ev=-8.93 charge=0 gap_ev=8.321 relative_energy_kcal_mol=0.0
O -2.59769 1.92241 2.58199 0.35 -1.46 0.52
F 5.32073 4.36990 -1.79349 -1.39 -1.15 -0.18
N -1.25493 -1.29685 3.46342 -1.35 0.72 0.14
N 0.24605 -2.09955 -0.14664 0.43 1.80 -0.14
N 1.86128 3.51823 -2.56909 0.86 -0.43 0.60
N 0.81822 0.64987 0.09908 1.88 -1.64 -0.54
O 2.83846 0.27614 -1.08820 -0.01 0.28 -0.37
S -3.63107 -0.55629 4.19320 0.62 -0.84 -0.39
C -1.91883 0.90699 2.42255 -0.59 1.87 -0.32
C -2.14517 -0.31350 3.29429 1.12 -1.67 0.42
C -1.76898 -2.29694 4.27780 0.03 0.05 -0.72
C -3.05318 -2.13764 4.69805 0.79 1.84 -0.64
C 1.35362 -1.56123 -0.70686 0.13 0.27 -0.13
C -0.53686 -1.25556 0.55758 0.36 -0.81 -0.27
C 2.99858 4.24284 -2.41835 0.21 -2.08 0.04
C 1.80198 2.22487 -2.14815 1.10 1.43 -0.22
C 1.66592 -0.17610 -0.58472 -2.66 -0.66 1.59
C -0.21277 0.07662 0.75378 1.56 0.93 -1.77
C 4.09246 2.29760 -1.46811 0.22 -0.49 0.05
C 4.15667 3.62457 -1.91939 -0.29 0.03 0.46
C 2.89455 1.56458 -1.56383 -0.04 2.09 -0.43
N -0.93049 1.02930 1.43286 -1.38 -1.23 1.82
H -1.22129 -3.22755 4.48736 0.04 0.77 -0.25
H -3.55874 -2.84237 5.30893 -0.69 -0.10 0.38
H 2.00042 -2.19844 -1.34451 -0.51 0.36 0.69
H -1.47182 -1.61167 0.94940 -0.01 -0.44 0.10
H 3.06667 5.25258 -2.77815 -0.35 0.30 -0.05
H 0.86631 1.73149 -2.28684 -0.48 -0.20 -0.07
H 4.94853 1.76151 -1.05153 -0.07 0.49 -0.08
H -0.75334 1.99949 1.22287 0.10 -0.03 -0.24


(3)
75
Properties=species:S:1:pos:R:3:forces:R:3 method="wB97M-V/def2-TZVPD" e_homo_ev=-4.28 charge=-1 gap_ev=6.026 relative_energy_kcal_mol=20.2
C 17.25144 -24.88404 -18.66361 2.21 -0.15 -0.22
C 16.27942 -24.98227 -19.82901 -1.40 1.61 0.10
O 15.88613 -23.90817 -20.38031 0.79 -0.78 0.58
O 15.89876 -26.13395 -20.04721 -0.38 -1.43 -0.53
H 16.90759 -25.07495 -17.64705 -0.56 0.58 -0.06
H 17.92576 -24.03672 -18.78791 -0.49 0.73 0.60
H 17.99238 -25.67470 -18.78175 -0.06 -0.63 -0.20
C 16.98749 -31.45204 -19.03951 0.32 0.26 1.41
C 18.39217 -30.95935 -18.70993 -0.62 1.11 -1.83
O 19.15988 -31.90017 -19.39631 1.02 -1.91 0.25
C 18.43128 -33.04488 -19.64441 0.67 -2.54 -3.28
O 18.76354 -34.03364 -20.33858 -0.37 3.71 3.05
O 17.18459 -32.85495 -19.23120 -0.37 0.02 -0.28
F 18.64645 -30.81457 -17.40277 0.39 -0.77 0.81
H 16.69711 -30.90904 -19.93892 -0.58 -0.45 -0.03
H 16.31917 -31.38473 -18.18107 -0.15 0.50 -0.39
H 18.66835 -30.02196 -19.19275 -0.35 0.19 0.19
C 14.56032 -21.07271 -15.23111 -1.64 -2.67 0.17
C 13.61401 -22.34928 -15.31944 -0.73 3.87 -3.27
O 12.41572 -21.89491 -14.70452 0.38 0.81 1.00
C 12.82234 -21.03867 -13.70181 -1.81 1.38 1.09
O 12.12247 -20.56541 -12.81064 1.81 -1.68 -2.41
O 14.10943 -20.70598 -13.90313 0.99 1.42 -0.23
F 14.03029 -23.33847 -14.63958 1.75 -3.26 1.87
H 14.34977 -20.42926 -16.08536 -0.67 0.70 0.60
H 15.62276 -21.28326 -15.35360 -0.06 -0.24 0.99
H 13.36824 -22.58978 -16.35378 0.01 -0.38 0.06
C 10.67846 -18.90247 -18.53101 -1.60 -1.87 0.10
C 9.89535 -18.17502 -19.62766 1.00 -0.95 0.77
O 10.21549 -18.87069 -20.80269 -0.58 -0.26 -0.37
C 11.06571 -19.93503 -20.55455 2.00 -0.38 -1.89
O 11.63466 -20.63783 -21.36763 -2.18 1.78 1.58
O 11.29616 -19.98156 -19.25696 1.13 0.30 1.54
F 10.45426 -16.94467 -19.66601 -0.19 1.17 -0.62
H 10.07996 -19.46243 -17.81244 -0.52 0.41 0.03
H 11.25791 -18.20829 -17.92237 0.89 -0.26 -0.71
H 8.82335 -18.09428 -19.44771 0.03 0.08 -0.42
C 17.02110 -32.82326 -25.42447 1.77 -1.70 1.48
C 18.33522 -32.29559 -24.78714 -1.47 -1.35 -0.11
O 17.86440 -31.12530 -24.17651 2.09 -0.19 0.92
C 16.67755 -30.78857 -24.60745 -4.01 4.46 -0.56
O 16.05658 -29.75050 -24.29539 2.44 -4.34 -1.11
O 16.23474 -31.69916 -25.54410 -0.62 1.12 0.02
F 19.29636 -32.06102 -25.70180 0.34 0.64 -0.31
H 16.60704 -33.50243 -24.67924 -0.36 0.01 0.27
H 17.20924 -33.49943 -26.25844 -0.23 0.96 -0.73
H 18.73863 -32.99251 -24.05253 0.08 0.33 0.16
C 19.25786 -20.02085 -21.09131 -0.37 -0.45 0.09
N 20.22576 -19.58275 -22.16145 0.51 1.52 -0.62
O 21.40585 -19.45028 -21.83363 -1.22 -0.53 -0.11
O 19.79925 -19.25088 -23.27592 0.23 -0.87 1.75
H 19.18172 -19.29999 -20.27727 0.40 0.46 -0.46
H 19.62797 -20.92405 -20.60618 0.07 -0.09 -0.49
H 18.26403 -20.16284 -21.51586 0.34 -0.12 -0.18
C 20.53452 -26.94772 -23.11099 1.79 0.80 -0.36
N 20.00905 -25.61024 -23.29586 -4.91 3.60 0.08
O 18.88292 -25.43520 -23.85367 2.89 -1.57 0.50
O 20.52866 -24.64899 -22.73854 0.97 -1.27 -0.31
H 21.59814 -26.70938 -23.11589 0.28 -0.61 -0.28
H 20.24845 -27.52865 -23.98778 -0.25 -0.40 0.78
H 20.37199 -27.21930 -22.06795 -0.79 -0.50 -0.43
C 19.83079 -25.47114 -14.01395 -1.30 -1.12 0.19
N 20.83627 -24.39168 -14.24085 -0.40 -1.51 0.80
O 21.99344 -24.70927 -14.07030 0.29 0.01 -0.06
O 20.43585 -23.31862 -14.56418 -0.37 1.35 -0.47
H 19.69631 -26.05723 -14.92308 0.67 0.00 -0.05
H 18.80319 -25.17588 -13.80191 0.33 1.16 -0.10
H 20.07134 -26.11279 -13.16629 0.77 0.13 -0.33
C 12.21204 -28.11593 -17.12448 -0.14 0.67 0.28
N 11.32853 -27.82904 -18.32841 -0.01 1.71 -0.44
O 10.40658 -28.57696 -18.60082 0.60 -0.33 0.41
O 11.52951 -26.76328 -18.91391 0.10 -1.43 0.80
H 12.47164 -27.15294 -16.68476 -0.29 0.10 -0.23
H 13.18307 -28.53897 -17.38186 -0.46 -0.39 -0.45
H 11.63029 -28.67783 -16.39379 0.17 -0.27 -0.40


The records above yield E values of -79914.920, -38707.789, -80966.600 eV, respectively.